18
Properties=species:S:1:pos:R:3:lowdin_charge:R:1 method="wB97M-V/def2-TZVPD" smiles="O=C(O)CO.C=CC" homo_ev=-9.3133 max_force_ev_per_a=5.6 homo_lumo_gap_ha=0.36816 charge=0 e_lumo_ev=0.705
O 0.1595 -0.5347 -1.9538 0.0256
C -0.4451 -0.4531 -0.8874 -0.5940
O -1.0550 -1.5242 -0.2871 0.0674
C -1.6419 0.8367 -0.9402 -0.1631
O -1.2674 1.6749 -1.9661 -0.0524
H -0.6306 -2.3191 -0.6412 0.1333
H -2.5363 0.2418 -1.1536 0.1145
H -1.8051 1.3882 -0.0091 0.1199
H -0.6744 1.1444 -2.5382 0.0916
C 2.1161 0.1589 0.1968 0.0522
C 0.9004 0.0564 0.7028 -0.2420
C 0.5123 -0.3212 2.0922 -0.0822
H 2.2667 0.4494 -0.8339 0.0725
H 2.9910 -0.1226 0.7706 0.0723
H -0.1015 0.5996 0.0693 0.1502
H -0.1087 -1.2175 2.1024 0.0727
H 1.3951 -0.5205 2.7010 0.0792
H -0.0752 0.4626 2.5755 0.0823

14
Properties=species:S:1:pos:R:3:lowdin_charge:R:1 method="wB97M-V/def2-TZVPD" homo_ev=-2.6219 max_force_ev_per_a=1.0 homo_lumo_gap_ha=0.25754 charge=-1 e_lumo_ev=4.386
C 1.5267 1.2668 -1.8179 -0.4794
O 0.6126 0.9730 -0.8822 -0.4077
H 1.2127 1.0419 -2.8789 0.0297
H 2.4901 0.7167 -1.7053 0.0275
H 1.8121 2.3433 -1.9223 0.0252
N -0.1647 -1.5308 0.8225 -0.0216
C -1.1052 -0.7186 1.5679 -0.4220
N -1.6350 0.3379 0.7065 -0.0293
H 0.1283 -2.3989 1.2325 0.0303
H 0.5305 -0.9745 0.3188 0.0432
H -0.7074 -0.1572 2.4240 0.0819
H -1.8587 -1.4208 1.9457 0.0839
H -2.0891 -0.1295 -0.0741 0.0445
H -0.7530 0.6506 0.2628 -0.0063

180
Properties=species:S:1:pos:R:3:lowdin_charge:R:1 method="wB97M-V/def2-TZVPD" smiles="CCOC(=O)OC.CCOC(=O)OC.CCOC(=O)OC.CCOC(=O)OC.CCOC(=O)OC.CCOC(=O)OC.CCOC(=O)OC.CCOC(=O)OC.CCOC(=O)OC.CCOC(=O)OC.CCOC(=O)OC.CCOC(=O)OC" homo_ev=-10.4437 max_force_ev_per_a=5.5 homo_lumo_gap_ha=0.39146 charge=0 e_lumo_ev=0.209
C -0.8226 -4.5199 -8.2001 -0.0728
C 0.0535 -5.0784 -9.2920 -0.2185
O -0.6966 -5.9624 -10.0769 0.0589
C -0.5659 -7.2634 -10.0133 -0.6123
O 0.1134 -7.8773 -9.2523 0.1370
O -1.3441 -7.8772 -10.9129 0.0152
C -1.3958 -9.2901 -10.9341 -0.0652
H -1.1047 -5.0734 -7.3045 0.0807
H -1.7269 -4.1209 -8.6596 0.0791
H -0.3916 -3.6408 -7.7212 0.0744
H 0.8579 -5.6036 -8.7770 0.1208
H 0.4949 -4.2504 -9.8465 0.1294
H -1.8953 -9.9200 -11.6702 0.0970
H -1.6742 -9.7749 -9.9984 0.0894
H -0.3633 -9.6301 -10.8544 0.0870
C 12.4603 7.7681 5.4828 -0.0676
C 11.1582 8.1350 4.8226 -0.1979
O 10.5026 6.8506 4.6330 0.0364
C 9.2462 6.8749 4.2373 -0.5681
O 8.7261 7.8973 3.8817 0.1167
O 8.5972 5.6562 4.3527 -0.0057
C 7.3059 5.6045 3.7937 -0.0749
H 12.7007 6.7084 5.3976 0.0841
H 12.4461 8.0196 6.5433 0.0751
H 13.2473 8.3235 4.9727 0.0757
H 11.4094 8.5572 3.8495 0.1194
H 10.5871 8.9441 5.2778 0.1291
H 7.1383 6.3729 3.0390 0.0887
H 6.5161 5.6623 4.5426 0.0977
H 7.2142 4.7029 3.1880 0.0911
C -9.5922 -1.1592 -1.1108 -0.0624
C -10.4186 0.0736 -1.4282 -0.2034
O -11.2920 0.5334 -0.3287 0.0040
C -11.9068 1.7532 -0.3711 -0.5192
O -11.9383 2.5243 -1.3908 0.0456
O -12.5708 1.8688 0.7623 0.0047
C -13.4620 2.9739 1.0502 -0.0213
H -8.9822 -1.4411 -1.9690 0.0867
H -10.3032 -1.9311 -0.8163 0.0734
H -9.1144 -0.9456 -0.1546 0.0816
H -11.0275 0.0732 -2.3323 0.1216
H -9.6991 0.8753 -1.5944 0.1151
H -13.0149 3.7980 1.6063 0.0922
H -14.2725 2.6024 1.6772 0.0890
H -13.9622 3.3849 0.1732 0.0924
C 4.6346 -6.7123 -4.1510 -0.0590
C 4.2750 -5.3210 -4.5826 -0.2538
O 3.9819 -4.4760 -3.4816 0.0326
C 4.1876 -3.1394 -3.6038 -0.5156
O 4.5263 -2.5817 -4.6654 0.0710
O 3.7926 -2.4265 -2.5306 -0.0170
C 4.0207 -1.0037 -2.3899 -0.0230
H 5.2964 -6.6064 -3.2914 0.0824
H 5.1371 -7.2545 -4.9520 0.0814
H 3.7065 -7.2327 -3.9143 0.0798
H 3.3699 -5.3633 -5.1885 0.1224
H 4.9093 -4.8615 -5.3407 0.1205
H 3.7196 -0.3347 -3.1961 0.0924
H 5.0767 -1.0397 -2.1221 0.0984
H 3.5931 -0.5437 -1.4990 0.0875
C 2.8749 3.1280 -6.3497 -0.0613
C 1.9986 4.0529 -5.4717 -0.2034
O 2.8785 5.0708 -4.9648 0.0044
C 2.5532 5.9127 -3.9143 -0.5461
O 1.5126 5.9354 -3.2272 0.0717
O 3.4746 6.8033 -3.7688 0.0165
C 3.2714 7.8963 -2.8876 -0.0292
H 2.3203 2.2300 -6.6219 0.0753
H 3.7017 2.7148 -5.7719 0.0690
H 3.4522 3.6160 -7.1351 0.0762
H 1.4967 3.5135 -4.6684 0.1176
H 1.1577 4.5109 -5.9923 0.1195
H 3.6823 7.8367 -1.8798 0.1010
H 2.2031 8.1126 -2.8969 0.0941
H 3.6928 8.7608 -3.4006 0.0945
C -5.9194 5.3983 0.0100 -0.0671
C -4.8120 4.5190 -0.6005 -0.2126
O -4.8819 4.6438 -2.0047 0.0253
C -5.3167 3.6447 -2.8047 -0.6134
O -5.4975 2.4883 -2.4293 0.0974
O -5.3997 4.1067 -3.9898 0.0389
C -5.9190 3.2392 -5.0319 -0.0059
H -6.0049 6.3850 -0.4453 0.0709
H -5.9879 5.5311 1.0897 0.0729
H -6.9321 5.0840 -0.2425 0.0710
H -4.8839 3.5255 -0.1579 0.1190
H -3.8067 4.8179 -0.3036 0.1191
H -6.1656 3.8830 -5.8762 0.0915
H -6.8035 2.7104 -4.6766 0.0978
H -5.2128 2.5355 -5.4727 0.0952
C -3.6170 8.9020 9.4530 -0.0840
C -3.2084 7.9587 8.3979 -0.1928
O -2.1868 8.6983 7.6671 0.0830
C -1.6133 8.0254 6.7768 -0.6588
O -1.6933 6.8440 6.4995 0.1205
O -0.7504 8.9039 6.2373 -0.0135
C 0.3400 8.5155 5.4434 -0.0563
H -4.5696 8.4906 9.7866 0.0798
H -3.8392 9.9366 9.1918 0.0892
H -3.0076 8.8462 10.3550 0.0834
H -4.0455 7.7010 7.7490 0.1325
H -2.8854 7.0284 8.8650 0.1338
H -0.0183 8.0996 4.5017 0.0926
H 0.8930 7.7034 5.9154 0.0953
H 0.9859 9.3775 5.2762 0.0951
C 8.4222 -6.0557 4.2286 -0.0498
C 9.0745 -4.6611 3.9603 -0.1856
O 8.0913 -3.6767 3.5500 0.0252
C 7.3637 -3.0607 4.4657 -0.6642
O 7.2989 -3.3480 5.6317 0.1248
O 6.6968 -2.1139 3.9071 0.0228
C 5.7562 -1.2907 4.5924 -0.0237
H 7.6301 -6.2576 3.5075 0.0816
H 7.9604 -6.0363 5.2157 0.0673
H 9.3479 -6.6160 4.3595 0.0753
H 9.7317 -4.6054 3.0925 0.1181
H 9.6599 -4.3453 4.8238 0.1210
H 5.3192 -0.5659 3.9056 0.0990
H 6.1513 -0.8802 5.5216 0.0943
H 4.9744 -1.9032 5.0415 0.0938
C -8.6352 -3.5116 -7.5107 -0.0599
C -7.1241 -3.2840 -7.2821 -0.1901
O -6.4050 -4.5073 -7.6097 0.0097
C -6.2374 -5.4110 -6.6017 -0.5706
O -6.6096 -5.3597 -5.4440 0.1103
O -5.6698 -6.4758 -7.1752 -0.0095
C -5.4815 -7.6457 -6.3335 -0.0237
H -8.9533 -4.0256 -6.6037 0.0703
H -8.9245 -4.0586 -8.4081 0.0814
H -9.2138 -2.5893 -7.4600 0.0715
H -6.8460 -2.9389 -6.2863 0.1198
H -6.7686 -2.5289 -7.9833 0.1124
H -5.0729 -7.3366 -5.3714 0.0919
H -4.7633 -8.1776 -6.9576 0.0926
H -6.3245 -8.3035 -6.1220 0.0936
C 2.5122 -6.9795 1.3341 -0.0539
C 2.1689 -8.4843 1.2741 -0.1897
O 0.8451 -8.7935 1.6984 0.0374
C -0.1274 -8.9319 0.8419 -0.4832
O -0.1821 -8.4580 -0.3549 0.0404
O -1.1700 -9.6236 1.4817 -0.0452
C -2.4961 -9.8313 0.9169 -0.0391
H 1.7809 -6.3736 0.7990 0.0789
H 3.4126 -6.7255 0.7747 0.0726
H 2.7514 -6.6820 2.3550 0.0738
H 2.8971 -9.0022 1.8983 0.1221
H 2.2227 -8.8371 0.2442 0.1194
H -2.4516 -10.3248 -0.0539 0.0877
H -3.2194 -9.0165 0.8837 0.0913
H -2.8301 -10.6109 1.6014 0.0878
C -2.7921 -2.4082 -0.6843 -0.0546
C -1.5703 -2.1254 0.2331 -0.2109
O -1.7522 -0.8120 0.6969 0.0228
C -0.7211 -0.1394 1.2349 -0.5868
O 0.4109 -0.5625 1.4200 0.1068
O -1.0904 1.1114 1.3734 0.0059
C -0.1437 2.1982 1.4370 -0.0225
H -3.6134 -2.8848 -0.1491 0.0705
H -2.5203 -3.0460 -1.5254 0.0693
H -3.1619 -1.5035 -1.1667 0.0756
H -0.6336 -2.2240 -0.3157 0.1222
H -1.5923 -2.8638 1.0346 0.1234
H -0.6918 3.0926 1.7331 0.0867
H 0.3815 2.5556 0.5513 0.0977
H 0.4885 2.0062 2.3040 0.0938
C 0.9686 1.5046 7.8924 -0.0682
C 1.1614 2.3637 9.0702 -0.2860
O 2.2700 2.1305 9.9279 0.0093
C 3.5035 2.7313 9.5798 -0.5608
O 3.5880 3.6218 8.7649 0.1138
O 4.3549 2.5068 10.5096 0.0223
C 5.5959 3.1765 10.6810 -0.0201
H 0.2247 2.1570 7.4352 0.0883
H 0.6116 0.4972 8.1066 0.0830
H 1.8930 1.4815 7.3153 0.0840
H 0.2655 2.3192 9.6895 0.1257
H 1.1818 3.4164 8.7883 0.1181
H 5.8686 3.3516 11.7217 0.0962
H 5.6763 4.1615 10.2211 0.0943
H 6.2989 2.5122 10.1784 0.1002

6
Properties=species:S:1:pos:R:3:lowdin_charge:R:1 method="wB97M-V/def2-TZVPD" homo_ev=-9.7135 max_force_ev_per_a=4.0 homo_lumo_gap_ha=0.32764 charge=0 e_lumo_ev=-0.798
C 1.7084 -0.4358 -0.0246 -1.4271
N -1.5837 0.2334 -0.3157 0.0457
O -1.5374 1.4256 0.0377 -0.1027
S 1.6695 -1.9997 -0.0700 0.6952
S 1.6776 1.1075 -0.0710 0.7447
H -1.9344 -0.3310 0.4436 0.0441